The following is a quantum chemistry calculation of an isolated ion of composition C3H4N5 and charge -1 in a non-equilibrium geometry, from the OMol25 dataset.

Output
Net charge = -1
E_tot = -390.3439 a.u.
Frontier orbital gap (spin up / spin down) = 5.026 / 6.328 eV
⟨S²⟩ = 2.009
E_LUMO (spin up / spin down) = 4.4 / 1.0 eV
2S+1 = 3

```
12
C3H4N5 | the OMol25 dataset | ωB97M-V with the def2-TZVPD basis set
C 0.870 0.062 -0.006
C -0.535 0.495 -0.121
C -1.562 -0.533 0.216
N 2.611 -1.110 -0.201
N 1.292 -1.187 -0.231
N 1.901 0.850 0.314
N 2.971 0.080 0.178
N -0.767 1.706 -0.464
H -0.963 -1.423 -0.121
H -2.345 -0.246 -0.477
H -1.731 -0.560 1.299
H -1.742 1.867 -0.386
```